# 1
{
  "formula": "C4H6AlO2",
  "method": "ωB97M-V with the def2-TZVPD basis set",
  "homo_ev": [-13.57, -13.91],
  "charge": 1,
  "relative_energy_kj_mol": 239.8,
  "species": ["O", "C", "C", "O", "C", "C", "Al", "H", "H", "H", "H", "H", "H"],
  "xyz": [[-0.714927, 0.104154, -2.464131], [0.451473, -0.363685, -1.831991], [0.300186, -0.490004, -0.312686], [0.789761, 0.691500, 0.369785], [0.075695, 1.038779, 1.477529], [-0.948218, 0.208774, 1.814087], [-1.699182, 0.175864, -0.906054], [1.310609, 0.302752, -2.049420], [0.716940, -1.369277, -2.218842], [0.903400, -1.340993, 0.036628], [0.760620, 1.429386, 2.238318], [-1.544543, 0.552280, 2.662705], [-0.401813, -0.939530, 1.184071]],
  "forces_ev_per_angstrom": [[-1.81, 0.69, 1.84], [1.00, -0.67, -0.48], [2.13, 1.76, -1.27], [-0.71, -0.51, -0.87], [1.95, -2.48, 0.27], [0.71, -1.58, -1.73], [2.15, -0.68, -1.18], [-0.43, 0.00, 0.21], [-0.28, 0.39, 0.22], [-0.86, -0.23, 0.54], [-0.73, 1.74, -0.49], [0.14, -1.22, 0.15], [-3.27, 2.79, 2.79]]
}



# 2
{
  "formula": "C3H4F2",
  "method": "ωB97M-V with the def2-TZVPD basis set",
  "homo_ev": [-8.95, -8.95],
  "relative_energy_kj_mol": 658.7,
  "species": ["C", "C", "C", "F", "F", "H", "H", "H", "H"],
  "xyz": [[2.345286, 0.160108, -0.702041], [-0.777044, -0.683782, -0.430821], [-1.285935, 0.121468, 0.686766], [2.913328, 0.292734, 0.574559], [-1.664105, -0.731123, -1.470858], [2.898341, -0.599685, -1.250927], [-0.779805, 0.191832, 1.576450], [-1.220617, 1.117270, 0.183273], [-2.429452, 0.131180, 0.833597]],
  "forces_ev_per_angstrom": [[-0.24, 1.87, 2.52], [0.15, -0.74, -0.68], [-3.93, 1.16, -3.03], [-0.79, -0.96, -2.97], [0.64, 0.49, 1.85], [0.86, -0.84, 0.44], [1.50, -0.40, 1.82], [0.35, -0.10, 0.16], [1.46, -0.48, -0.12]]
}



# 3
{
  "formula": "C4H7NO2",
  "method": "ωB97M-V with the def2-TZVPD basis set",
  "homo_ev": -8.59,
  "relative_energy_kj_mol": 636.7,
  "species": ["C", "C", "N", "O", "C", "C", "O", "H", "H", "H", "H", "H", "H", "H"],
  "xyz": [[1.396308, 0.262366, 1.266237], [0.447232, 0.055173, 0.102136], [0.749908, -0.668669, -0.907732], [2.039870, -1.179299, -0.782619], [-0.952851, 0.635688, 0.270516], [-2.233425, 0.180443, -0.748342], [-1.934551, -0.361563, 0.475897], [2.379177, 0.616917, 0.932006], [0.974580, 0.974963, 1.976551], [1.570226, -0.692027, 1.780411], [2.158460, -1.708671, -1.582740], [-1.452594, 1.451883, -0.368172], [-3.214098, 0.689328, -0.729247], [-1.928242, -0.256532, -1.684901]],
  "forces_ev_per_angstrom": [[-0.13, 0.06, -0.03], [-0.11, -0.02, -0.38], [-0.43, 0.49, 0.30], [0.12, -0.15, -0.16], [-0.30, 0.11, -1.40], [-0.22, -1.09, -0.23], [-0.45, -0.07, 0.40], [-0.27, -0.06, -0.04], [0.03, -0.09, -0.11], [-0.08, 0.16, -0.13], [-0.13, 0.16, 0.15], [1.04, 0.89, 1.71], [0.73, 0.21, -0.22], [0.20, -0.60, 0.15]]
}



# 4
{
  "formula": "C5H12N2O",
  "method": "ωB97M-V with the def2-TZVPD basis set",
  "homo_ev": -8.47,
  "relative_energy_kj_mol": 322.9,
  "species": ["C", "N", "C", "C", "N", "C", "C", "O", "H", "H", "H", "H", "H", "H", "H", "H", "H", "H", "H", "H"],
  "xyz": [[1.029575, 2.518261, 0.495597], [1.238294, 1.183478, -0.146230], [0.334524, 0.687880, -1.102046], [-0.760196, -0.315984, -0.333242], [-1.577576, -1.089164, -1.271378], [0.069601, -1.214653, 0.571136], [-0.614381, -2.200718, 1.481956], [-1.736041, -2.564915, 1.093123], [0.868654, 2.443130, 1.571691], [1.785401, 3.216255, 0.301234], [0.053347, 2.878706, 0.000970], [2.166660, 0.922312, -0.243331], [0.613671, 0.196509, -2.112731], [-0.287069, 1.595218, -1.504394], [-1.510602, 0.228116, 0.209387], [-2.119174, -1.721141, -0.687137], [-0.894287, -1.785960, -1.704344], [0.848213, -0.604936, 0.966420], [0.749582, -1.890576, -0.091551], [-0.258189, -2.481821, 2.504872]],
  "forces_ev_per_angstrom": [[-2.98, -1.76, -1.46], [0.03, 1.60, 0.79], [-4.33, 0.22, -1.10], [1.00, -0.39, -1.54], [1.66, -1.21, -1.18], [1.96, -1.55, -0.90], [-3.06, 0.97, -1.22], [1.91, -0.34, 1.67], [-0.03, -0.10, -0.01], [1.26, 0.93, -0.42], [1.43, -0.11, 1.03], [1.79, -0.39, -0.26], [0.52, 0.45, 1.99], [0.74, -1.58, 0.65], [0.12, 0.80, 0.68], [-0.26, 0.22, -0.11], [-1.17, 1.16, 0.27], [0.36, 0.38, 1.30], [-1.15, 0.74, 0.55], [0.20, -0.05, -0.73]]
}



# 5
{
  "formula": "C5H8O2",
  "method": "ωB97M-V with the def2-TZVPD basis set",
  "homo_ev": -9.94,
  "relative_energy_kj_mol": 237.5,
  "species": ["C", "C", "C", "O", "C", "C", "O", "H", "H", "H", "H", "H", "H", "H", "H"],
  "xyz": [[0.286492, -0.804201, -2.720983], [0.159969, -0.207570, -1.681916], [-0.002042, 0.724211, -0.550156], [1.246829, 1.299788, -0.165430], [-0.658425, 0.164039, 0.714033], [0.216712, -0.803041, 1.512797], [1.307842, -0.171096, 2.138545], [0.365747, -1.327077, -3.649733], [-0.659824, 1.507907, -0.943699], [1.752756, 1.492839, -0.964570], [-0.901365, 1.031271, 1.344507], [-1.598451, -0.328911, 0.433467], [-0.385669, -1.231984, 2.320258], [0.539781, -1.640908, 0.867882], [1.730162, 0.379465, 1.462213]],
  "forces_ev_per_angstrom": [[-0.11, 0.17, 0.41], [0.13, -0.24, -0.41], [-0.30, -0.03, -0.06], [0.15, 0.06, -0.28], [0.02, 0.03, -0.01], [-0.34, -0.22, -0.11], [0.23, 0.12, -0.08], [0.03, 0.03, 0.23], [0.03, 0.10, 0.09], [-0.05, 0.00, 0.11], [0.02, -0.25, -0.06], [0.18, 0.11, 0.02], [0.05, 0.00, -0.14], [-0.01, 0.22, 0.09], [-0.03, -0.09, 0.18]]
}



# 6
{
  "formula": "C31H59BrN6OP2",
  "method": "ωB97M-V with the def2-TZVPD basis set",
  "homo_ev": -6.66,
  "species": ["C", "C", "P", "C", "P", "C", "C", "C", "C", "O", "Br", "H", "H", "H", "H", "H", "H", "H", "H", "H", "H", "H", "H", "H", "H", "H", "H", "H", "C", "C", "C", "C", "N", "H", "H", "H", "H", "H", "H", "H", "C", "C", "C", "C", "N", "H", "H", "H", "H", "H", "H", "H", "C", "C", "C", "C", "N", "H", "H", "H", "H", "H", "H", "H", "C", "C", "C", "C", "N", "H", "H", "H", "H", "H", "H", "H", "C", "C", "C", "C", "N", "H", "H", "H", "H", "H", "H", "H", "C", "C", "C", "C", "N", "H", "H", "H", "H", "H", "H", "H"],
  "xyz": [[-2.670540, -1.230342, -2.577889], [-1.656849, -2.411763, -2.417611], [0.019650, -1.910815, -1.787891], [0.847005, -0.992204, -3.190469], [-0.224853, -0.372743, -0.148522], [0.697529, -1.423544, 1.069548], [2.225386, -1.132341, 1.097768], [-0.353029, 1.108882, 1.135428], [-0.362108, 2.383868, 0.352355], [0.508229, 3.120762, 0.321214], [-1.985288, 2.802084, -0.702842], [-3.109683, -0.934495, -1.624344], [-2.147171, -0.399642, -3.054265], [-3.474633, -1.553473, -3.246387], [-2.041208, -3.189162, -1.760113], [-1.595559, -2.866729, -3.411328], [0.792745, -1.545236, -4.126626], [0.426314, 0.017721, -3.295517], [1.889856, -0.844395, -2.900175], [0.439631, 0.558009, -1.036035], [-1.642907, -0.540134, -0.137898], [0.525148, -2.468232, 0.822798], [0.301249, -1.263702, 2.077478], [2.725042, -1.995768, 0.658039], [2.621977, -1.029063, 2.098817], [2.511216, -0.236163, 0.538044], [0.569648, 1.123186, 1.719393], [-1.244568, 0.994458, 1.754297], [-6.545708, -3.887053, 0.792037], [-5.898134, -3.378921, -0.492380], [-4.412125, -3.737505, -0.599388], [-3.668996, -3.133433, 0.526759], [-3.112218, -2.677520, 1.406517], [-6.089428, -3.435976, 1.674858], [-7.607243, -3.633209, 0.808914], [-6.453927, -4.970133, 0.874114], [-6.018563, -2.294150, -0.545389], [-6.424061, -3.803486, -1.350905], [-4.003034, -3.363288, -1.535278], [-4.276000, -4.819271, -0.580087], [0.606210, 2.158563, -5.530862], [-0.151356, 2.876787, -6.639059], [-1.650890, 2.993391, -6.352596], [-2.247535, 1.651423, -6.222675], [-2.707288, 0.616931, -6.123652], [0.264014, 1.129593, -5.415126], [1.672471, 2.122410, -5.759394], [0.481491, 2.673053, -4.575021], [0.004376, 2.343747, -7.580471], [0.264572, 3.877480, -6.763542], [-2.150805, 3.524651, -7.162713], [-1.820770, 3.548830, -5.429471], [7.119596, -0.175911, 3.843069], [5.923738, 0.321580, 4.647570], [5.076027, -0.819563, 5.219459], [4.536131, -1.657812, 4.135420], [4.125532, -2.300755, 3.293346], [6.805252, -0.751331, 2.970513], [7.709254, 0.667117, 3.481276], [7.769832, -0.807239, 4.453638], [5.305671, 0.956683, 4.012705], [6.278935, 0.942906, 5.468386], [4.242918, -0.417478, 5.796719], [5.674081, -1.447300, 5.882133], [-8.722966, -7.935674, -1.226675], [-8.077305, -7.425816, -2.510538], [-6.588263, -7.773578, -2.608207], [-5.844711, -7.168366, -1.491330], [-5.275352, -6.703919, -0.625149], [-8.273551, -7.478896, -0.343302], [-9.785587, -7.692378, -1.213198], [-8.622817, -9.019660, -1.140635], [-8.205669, -6.342728, -2.569454], [-8.596314, -7.856960, -3.368585], [-6.173128, -7.401861, -3.545298], [-6.443888, -8.854439, -2.580625], [1.064981, 5.659692, -1.200975], [1.884643, 6.616743, -2.061060], [1.021861, 7.418362, -3.042724], [0.317266, 6.516827, -3.969254], [-0.227629, 5.820471, -4.681655], [0.561905, 4.904609, -1.805618], [1.705286, 5.133679, -0.497228], [0.307701, 6.201508, -0.629607], [2.638546, 6.049184, -2.611310], [2.419528, 7.313726, -1.412367], [1.641044, 8.100432, -3.626290], [0.283339, 8.011949, -2.502156], [6.817619, 3.305659, 8.841730], [7.715893, 4.220977, 8.016874], [6.941738, 5.036594, 6.976375], [6.260330, 4.143677, 6.024089], [5.732578, 3.453730, 5.292341], [6.323662, 2.559880, 8.216534], [7.404427, 2.768023, 9.586947], [6.048652, 3.877713, 9.364953], [8.477994, 3.618786, 7.517616], [8.237841, 4.907932, 8.685708], [7.620780, 5.684389, 6.421718], [6.195316, 5.666898, 7.461665]],
  "forces_ev_per_angstrom": [[0.36, -0.96, -0.09], [-0.58, 1.26, -0.30], [0.81, -1.64, -0.82], [-0.55, 0.56, 0.84], [-0.27, -0.13, 0.03], [0.18, 0.30, 0.51], [-0.28, -0.18, -0.63], [-0.46, 0.37, -0.57], [-2.60, -2.89, 1.61], [3.33, 3.00, -0.65], [-0.25, -0.29, -0.09], [0.06, 0.18, -0.09], [-0.26, 0.14, 0.10], [-0.06, 0.23, 0.08], [0.13, 0.03, 0.11], [0.51, -0.09, 0.15], [-0.03, 0.03, 0.05], [-0.04, -0.13, -0.30], [-0.02, -0.20, -0.12], [0.06, -0.18, 0.22], [0.37, 0.13, 0.12], [-0.06, 0.09, -0.11], [-0.26, 0.19, -0.25], [0.19, 0.22, -0.07], [-0.23, 0.01, 0.11], [-0.06, -0.09, -0.01], [-0.15, 0.09, 0.09], [0.06, -0.04, -0.07], [-0.09, 0.01, 0.00], [-0.23, -0.06, 0.17], [-0.08, 0.35, 0.37], [-0.79, -0.94, -1.67], [0.82, 0.74, 1.20], [0.05, -0.02, -0.03], [0.01, 0.00, 0.00], [0.03, 0.02, 0.02], [0.06, -0.01, -0.10], [0.10, 0.01, -0.05], [0.03, 0.07, 0.04], [0.06, 0.18, 0.13], [0.05, 0.01, 0.01], [0.30, -0.01, 0.04], [0.15, -0.33, -0.07], [0.49, 1.79, -0.12], [-0.57, -1.47, 0.14], [-0.05, 0.00, 0.02], [-0.01, 0.02, 0.03], [-0.01, -0.01, -0.01], [-0.10, 0.04, -0.02], [-0.15, 0.04, 0.01], [-0.09, -0.03, 0.04], [0.01, 0.00, 0.00], [-0.01, 0.01, 0.00], [0.26, -0.09, -0.18], [-0.01, 0.09, -0.33], [0.60, 0.87, 1.53], [-0.41, -0.96, -1.03], [-0.01, -0.04, 0.04], [0.01, -0.01, 0.03], [0.00, -0.01, -0.03], [-0.05, 0.04, 0.13], [-0.13, 0.00, 0.03], [-0.04, -0.07, 0.00], [-0.03, -0.06, -0.02], [-0.02, 0.03, -0.01], [-0.25, -0.04, 0.15], [-0.12, 0.27, 0.17], [-0.72, -0.89, -1.47], [0.66, 0.38, 1.16], [0.04, -0.03, -0.02], [0.01, -0.04, -0.01], [0.00, 0.02, 0.02], [0.07, -0.01, -0.07], [0.10, 0.02, -0.05], [0.09, -0.02, 0.03], [0.05, 0.01, 0.04], [0.14, 0.15, -0.09], [-0.07, -0.19, 0.23], [0.14, -0.30, -0.06], [0.77, 1.31, 1.09], [-0.75, -1.07, -1.03], [-0.03, 0.03, 0.01], [-0.03, 0.01, 0.01], [-0.02, -0.05, 0.00], [0.00, 0.09, -0.06], [-0.01, 0.08, -0.11], [-0.08, 0.02, -0.06], [-0.05, -0.02, -0.04], [0.04, -0.01, 0.02], [-0.02, -0.17, 0.22], [0.09, -0.33, -0.06], [0.75, 1.33, 1.08], [-0.72, -0.91, -0.99], [-0.03, 0.05, -0.02], [-0.02, 0.03, 0.01], [-0.01, -0.03, -0.01], [0.01, 0.09, -0.05], [0.00, 0.06, -0.09], [-0.07, 0.02, -0.06], [-0.04, -0.01, -0.04]]
}



# 7
{
  "formula": "C5H11N2",
  "method": "ωB97M-V with the def2-TZVPD basis set",
  "homo_ev": -14.61,
  "charge": 1,
  "relative_energy_kj_mol": 48.1,
  "species": ["C", "C", "C", "N", "C", "N", "C", "H", "H", "H", "H", "H", "H", "H", "H", "H", "H", "H"],
  "xyz": [[-0.243784, -0.511144, 1.640533], [-0.012262, -1.019932, 0.241636], [-1.143668, -0.577460, -0.676748], [-1.102598, 0.867259, -0.916680], [-0.011428, 1.586657, -0.720028], [1.194903, 1.027441, -0.529047], [1.374027, -0.420860, -0.309264], [-0.207522, 0.580579, 1.669736], [0.610901, -0.948708, 2.172991], [-1.237034, -0.757939, 2.057013], [0.243632, -2.057808, 0.262597], [-1.372794, -0.959841, -1.737929], [-1.992078, -0.811072, -0.117816], [-1.953565, 1.378748, -1.253475], [0.056492, 2.713434, -0.791085], [2.045289, 1.569876, -0.198352], [2.227445, -0.477289, 0.423833], [1.524045, -1.181940, -1.217913]],
  "forces_ev_per_angstrom": [[-0.05, -0.01, 0.28], [2.03, 1.69, -0.91], [0.10, -0.48, -2.59], [0.01, 2.11, 0.31], [1.78, 0.53, -0.46], [0.62, -0.03, 0.40], [-0.97, -1.95, -0.34], [0.27, -0.05, 0.16], [-0.65, 0.40, 0.70], [0.66, -0.36, -0.04], [-0.81, -0.87, -0.22], [1.10, -0.41, 1.67], [-1.81, -0.04, 0.73], [1.16, -0.84, 0.69], [-0.81, -1.45, 0.03], [-2.03, -0.34, -0.93], [-0.99, -0.48, -0.82], [0.39, 2.59, 1.33]]
}



# 8
{
  "formula": "C4H7NO2",
  "method": "ωB97M-V with the def2-TZVPD basis set",
  "homo_ev": -10.38,
  "relative_energy_kj_mol": 24.9,
  "species": ["C", "C", "O", "N", "C", "C", "O", "H", "H", "H", "H", "H", "H", "H"],
  "xyz": [[-0.658212, -1.087735, 1.534914], [-0.175805, 0.220421, 0.942039], [-0.077899, 1.228406, 1.612169], [0.151774, 0.255500, -0.420885], [0.586810, 1.530998, -0.981465], [0.145402, -0.855370, -1.248710], [0.470482, -0.828411, -2.411115], [-1.566804, -1.442226, 1.037542], [-0.877477, -0.908819, 2.588835], [0.103791, -1.870209, 1.460448], [0.428553, 1.508684, -2.057814], [0.010490, 2.330110, -0.521161], [1.647259, 1.700218, -0.780031], [-0.188364, -1.781567, -0.754768]],
  "forces_ev_per_angstrom": [[-0.02, -0.03, 0.05], [0.00, 0.25, 0.21], [-0.03, -0.49, -0.34], [0.00, -0.07, 0.02], [0.04, 0.15, -0.06], [-0.03, -0.06, -0.03], [-0.06, 0.01, 0.29], [0.15, 0.05, 0.05], [0.05, 0.02, -0.20], [-0.11, 0.12, -0.01], [0.01, -0.04, 0.11], [0.05, -0.05, -0.04], [-0.10, -0.01, 0.00], [0.04, 0.16, -0.05]]
}